The following is a quantum chemistry calculation of an isolated molecule of C3H10ClN2PS, from the OMol25 dataset.

The geometry in ORCA input format:
```
! RIJCOSX wB97M-V def2-TZVPD def2/J DEFGRID3
* xyz 0 1
Cl 2.616 -1.576 0.876
S 4.237 1.137 -0.051
P 2.595 -0.096 -0.445
N 0.068 1.066 0.388
N 1.489 1.154 0.554
C -2.393 -0.754 -0.914
C -2.052 -0.289 0.536
C -0.423 -0.296 0.695
H -2.393 -0.919 1.305
H -0.289 1.346 -0.614
H -2.482 0.707 0.766
H -0.027 -0.674 1.708
H -1.919 -1.700 -0.910
H -3.440 -0.819 -1.252
H -0.260 -1.010 -0.100
H -2.002 -0.035 -1.612
H 4.856 0.725 -1.150
H 1.818 2.033 0.220
*
```

Structure (SMILES) ... CCCNNP(S)Cl
ΔE to the lowest compared entry with this formula, charge and spin ... 0.000 eV
Kohn-Sham gap ... 8.87 eV

The following is a quantum chemistry calculation of a cluster of 7 separate species, C5H23O7 in total, from the OMol25 dataset.

The geometry in ORCA input format:
```
! RIJCOSX wB97M-V def2-TZVPD def2/J DEFGRID3
* xyz -1 1
O -3.186 0.196 -3.410
O -1.471 3.340 1.874
O -0.438 1.076 1.651
O 2.914 -1.256 3.267
O 1.493 2.212 2.716
O 1.930 2.626 0.050
O 1.238 1.058 -2.477
C -0.928 -2.146 -2.489
C -0.625 0.429 0.517
C 0.084 -2.197 -1.250
C -0.774 -2.058 -0.013
C -0.184 -1.060 0.942
H 0.830 -1.377 -1.469
H 2.035 1.482 2.527
H 0.725 0.336 -2.069
H -0.916 -3.113 -3.043
H -1.648 0.375 0.372
H -1.791 -1.726 -0.297
H 0.843 -0.944 1.163
H -0.443 -1.259 2.036
H -1.751 3.327 2.776
H -1.314 2.312 1.678
H -2.339 -0.026 -3.607
H 0.666 1.721 2.557
H -1.801 -1.725 -2.119
H -0.058 0.799 -0.415
H 2.505 2.619 0.890
H -2.938 0.462 -2.488
H 2.118 -1.217 2.860
H 1.307 1.755 -1.928
H -0.922 -2.994 0.446
H 1.072 2.438 0.427
H -0.356 -1.466 -3.193
H 3.582 -0.810 2.648
H 0.539 -3.187 -1.133
*
```

ΔE to the lowest compared entry with this formula, charge and spin ... 2.339 eV
Kohn-Sham gap ... 7.68 eV

The following is a quantum chemistry calculation of a structure of composition C19H42AlIN2O4PS, from the OMol25 dataset.

The geometry in ORCA input format:
```
! RIJCOSX wB97M-V def2-TZVPD def2/J DEFGRID3
* xyz -1 1
I -0.704 -2.443 4.640
S 3.866 -5.985 0.960
P -1.699 -0.373 3.641
Al -1.421 -0.610 1.214
O -0.580 0.738 0.369
O -3.020 -0.109 0.637
O -3.337 -0.656 3.732
O 3.008 -6.477 -0.146
N -4.211 2.802 -1.289
N -1.234 2.806 -0.619
C 0.440 4.616 -0.446
C -0.645 -0.491 -2.203
C -2.895 1.267 0.242
C 0.420 -2.997 1.153
C 1.471 4.731 0.683
C 0.165 3.143 -0.827
C 0.580 -0.180 -3.095
C 3.361 -6.866 2.442
C -4.145 1.489 -0.622
C 1.883 -0.033 -2.295
C 5.454 -6.814 0.775
C -1.878 2.798 2.249
C 2.002 6.160 0.892
C 1.544 -2.925 0.396
C -0.947 -2.529 0.814
C 0.737 -1.283 -4.153
C -1.531 0.735 -1.915
C -3.074 2.154 1.515
C -1.505 1.356 -0.472
H -4.239 0.692 -1.357
H 2.360 -6.521 2.694
H -1.223 1.504 -2.626
H 4.048 -6.633 3.255
H 2.753 -0.271 -2.911
H -1.658 -3.117 1.402
H -4.721 3.471 -0.730
H -1.804 3.164 -1.375
H 0.508 -3.477 2.132
H 6.085 -6.588 1.635
H -4.982 1.362 0.075
H 0.636 -2.261 -3.674
H -1.143 -2.732 -0.238
H 0.841 5.177 -1.295
H -2.100 3.849 2.456
H 3.349 -7.937 2.237
H 1.703 -1.239 -4.658
H -1.246 -1.214 -2.765
H 1.024 4.382 1.617
H -0.066 -1.226 -4.892
H 0.468 3.025 -1.882
H 1.826 6.770 0.002
H -0.329 -1.004 -1.297
H 1.509 6.652 1.731
H -3.636 -1.242 3.029
H 3.076 6.166 1.084
H -0.957 2.770 1.682
H 0.781 2.498 -0.203
H -3.595 1.505 2.222
H 1.929 -2.009 -0.038
H 2.309 4.056 0.489
H -0.490 5.058 -0.083
H 5.916 -6.430 -0.132
H -3.781 2.955 1.280
H 2.158 -3.817 0.290
H -1.705 2.333 3.220
H 0.397 0.751 -3.641
H 1.984 0.971 -1.882
H -2.556 0.489 -2.179
H 5.292 -7.889 0.685
H 1.872 -0.729 -1.457
H -4.695 2.714 -2.173
*
```

ΔE to the lowest compared entry with this formula, charge and spin ... 0.000 eV
Kohn-Sham gap ... 6.35 eV